(1)
DFT (the ωB97M-V functional and the def2-TZVPD basis) results for a structure of composition C32H85CrN7O10 at a distorted geometry.

Results
⟨S²⟩: 6.010
Charge: 0
Gap between HOMO and LUMO (alpha / beta) in eV: 6.301 / 7.868
Spin multiplicity: 5
Total energy in eV: -93883.6689

XYZ file:
```
135
Properties=species:S:1:pos:R:3:forces:R:3:mulliken_spin:R:1
Cr -0.05116 -0.65537 -0.81050 0.554 0.849 1.410 3.8223
O 0.32651 0.10500 1.32353 0.333 0.606 -2.041 0.0241
C 1.36254 1.08037 1.11675 -0.554 -0.540 -0.780 0.0259
C 1.39175 1.80168 -0.28479 -1.455 -0.456 -0.509 0.0548
O 1.21543 1.00044 -1.46603 -0.332 -0.906 1.376 -0.0464
H 2.33565 0.61494 1.27342 0.380 -0.177 0.077 -0.0260
H 1.25307 1.87411 1.85572 0.127 0.358 0.259 0.0044
H 2.19054 2.53411 -0.40126 1.111 -0.439 0.223 0.0076
H 0.58289 2.53232 -0.28524 -0.996 0.177 0.357 -0.0299
C -4.02522 -3.40408 -3.91014 -1.470 0.459 0.621 0.0002
O -2.71898 -2.95421 -3.83570 0.563 -1.775 -0.935 0.0015
C -2.60731 -1.56351 -3.74826 1.913 -0.880 -0.338 0.0111
C -1.05944 -1.31798 -3.85059 -1.429 0.756 1.469 0.0734
N -0.35359 -1.85524 -2.63905 0.973 1.492 -2.351 -0.1133
C 1.11053 -1.92747 -3.00981 -0.964 -0.813 1.380 0.0403
C 1.91522 -2.61299 -1.87959 1.034 0.252 0.233 -0.0107
O 1.57164 -2.24163 -0.53300 0.049 0.795 -1.169 -0.0507
C 2.31964 -2.88813 0.46056 -0.907 -0.878 0.918 0.0247
H -4.63129 -2.84238 -4.62097 0.069 0.243 -0.364 0.0001
H -4.49211 -3.22394 -2.94182 -0.350 -0.115 0.257 -0.0001
H -4.20603 -4.45225 -4.14839 0.926 -0.112 -0.036 0.0000
H -3.05405 -1.33215 -2.78131 0.088 0.920 0.029 0.0016
H -3.09611 -1.11982 -4.61563 -0.254 0.434 0.142 0.0005
H -0.94717 -0.23629 -3.92433 0.380 0.174 0.209 -0.0144
H -0.65719 -1.72572 -4.77796 -0.223 -0.359 -0.064 0.0050
H -0.71041 -2.78985 -2.50018 0.096 -0.369 0.269 0.0244
H 1.40743 -0.91303 -3.27603 0.379 -0.066 0.312 0.0234
H 1.25668 -2.59253 -3.86094 0.022 0.070 -0.356 0.0123
H 2.97015 -2.36895 -2.00474 0.151 0.140 -0.281 -0.0038
H 1.86545 -3.69899 -1.95833 -0.427 -0.169 -0.053 -0.0028
H 3.37134 -2.65326 0.62449 0.173 0.253 -0.903 0.0058
H 2.14622 -3.95165 0.29642 0.565 -0.388 0.141 0.0046
H 1.85758 -2.66238 1.42162 -0.272 0.240 -0.067 -0.0058
C -2.39468 -3.79049 1.56787 -0.197 -1.470 0.052 -0.0015
C -1.43621 -3.47034 0.43244 1.134 -0.835 -0.774 0.0563
C -1.72723 -4.42973 -0.79585 0.831 1.306 0.619 0.0070
O -0.78872 -4.36444 -1.89869 -1.239 -0.959 0.542 0.0147
C -1.06285 -5.44026 -2.85019 1.012 1.230 0.414 0.0001
N -1.45199 -2.05760 0.15275 0.173 0.644 -0.605 -0.0448
H -2.10606 -4.74276 2.01281 0.231 -0.013 0.320 -0.0004
H -3.39287 -4.03387 1.20387 -0.286 0.405 -0.264 0.0005
H -2.48899 -3.03850 2.35128 0.277 0.131 -0.306 0.0001
H -0.39547 -3.63388 0.71212 0.015 -0.572 0.312 -0.0014
H -2.69914 -4.12356 -1.18285 -0.395 -0.480 -0.063 0.0000
H -1.66940 -5.44260 -0.39728 -0.548 -0.123 -0.003 -0.0005
H -0.46569 -6.27708 -2.48793 -0.310 -0.363 -0.390 0.0000
H -0.70453 -5.05240 -3.80375 0.244 -0.270 -0.005 0.0002
H -2.11379 -5.67493 -3.01919 -0.104 0.055 0.561 0.0000
H -2.41494 -1.79521 -0.00212 -0.138 0.214 -0.384 0.0306
H -1.28068 -1.61458 1.04410 0.188 0.236 0.552 -0.0435
C -4.52083 -0.34762 3.44739 0.011 -0.111 -0.123 -0.0002
C -3.18676 0.38587 3.31618 0.839 -1.061 1.560 -0.0010
C -2.72675 1.10586 4.64162 -2.737 -0.949 -0.132 0.0004
O -1.58623 1.83308 4.57232 1.591 1.303 -0.552 0.0000
C -1.52620 2.93928 3.67147 0.424 -0.539 0.160 -0.0007
N -2.15553 -0.58260 2.94953 -0.323 0.018 -1.215 -0.0047
H -4.45597 -1.21030 4.11046 0.029 0.220 0.432 0.0000
H -4.75683 -0.80728 2.48764 0.026 0.165 -0.224 0.0001
H -5.34885 0.30713 3.71898 -0.010 -0.019 0.215 -0.0001
H -3.30909 1.06362 2.47133 0.227 0.361 0.243 0.0010
H -2.57674 0.43559 5.48799 0.334 -0.945 -0.480 -0.0001
H -3.59607 1.60981 5.06402 -0.307 1.179 -0.280 -0.0001
H -1.97887 3.82266 4.12185 -0.218 0.044 -0.148 0.0000
H -1.92997 2.69836 2.68809 -0.381 0.053 0.052 0.0011
H -0.46845 3.12591 3.48593 0.029 0.090 0.232 0.0001
H -1.42634 -0.11458 2.43055 0.654 0.078 -0.054 0.0135
H -1.70914 -1.08872 3.70099 -0.103 0.308 0.435 0.0001
C 1.04299 4.75575 -2.99105 -1.178 1.343 1.070 0.0001
C -0.40333 4.20452 -2.76688 0.669 0.898 -0.767 -0.0013
C -1.54233 5.14438 -3.24931 1.012 0.231 0.392 0.0000
O -1.56816 6.39121 -2.56861 -0.350 0.133 0.142 0.0000
C -1.97825 6.41228 -1.19036 0.549 -0.308 -1.186 -0.0001
N -0.46798 2.96401 -3.46911 -1.011 -1.530 -0.185 0.0005
H 1.29644 4.83709 -4.04805 0.046 -0.640 -0.049 -0.0001
H 1.73532 4.18911 -2.36841 0.155 -0.234 -0.493 -0.0002
H 1.11623 5.79146 -2.65931 -0.026 0.187 0.309 0.0001
H -0.54504 3.92183 -1.72376 0.008 0.437 0.239 -0.0011
H -2.51910 4.66147 -3.27785 -0.143 -0.306 0.520 0.0000
H -1.34747 5.39090 -4.29304 0.161 0.152 -0.115 0.0000
H -1.21563 5.92160 -0.58560 0.003 0.094 0.308 0.0000
H -2.93173 5.90574 -1.04075 -0.195 -0.034 -0.041 0.0001
H -2.06496 7.47123 -0.94706 0.008 -0.186 0.185 0.0000
H -0.08101 3.01269 -4.40076 0.043 0.187 -0.100 0.0003
H 0.11629 2.33132 -2.94143 0.375 -0.682 -0.047 0.0104
C 4.62098 -0.45501 -0.65938 0.676 0.042 1.743 0.0045
C 5.00388 0.91195 -1.26668 0.465 -1.794 0.269 0.0004
C 6.50135 0.96751 -1.69708 -0.698 -0.759 -0.255 0.0003
O 7.28880 0.96275 -0.55605 1.617 -0.420 2.007 0.0000
C 8.71853 0.84462 -0.73288 -0.781 -0.165 -1.339 0.0000
N 4.11103 0.94235 -2.37339 0.145 1.152 -1.807 0.0005
H 5.01154 -0.55621 0.35320 -0.030 0.127 0.306 0.0002
H 4.98009 -1.37115 -1.12820 0.275 0.383 -0.788 0.0000
H 3.53720 -0.54976 -0.59193 -0.047 0.231 0.020 0.0085
H 4.73817 1.72625 -0.59260 0.526 -0.013 0.610 -0.0001
H 6.75693 1.79369 -2.36057 -0.224 0.545 -0.028 -0.0001
H 6.71184 0.06612 -2.27266 -0.150 -0.291 -0.294 0.0000
H 9.34989 0.67671 0.13965 -0.873 1.135 0.796 0.0000
H 8.98883 1.68331 -1.37444 0.683 0.191 0.337 0.0000
H 9.06576 -0.05328 -1.24406 -0.820 -0.431 -0.845 0.0000
H 4.14765 1.89060 -2.71919 -0.209 0.242 -0.681 -0.0004
H 3.17411 0.85653 -2.00608 -0.701 -0.143 -0.064 0.0051
C 1.82800 0.32170 6.24126 0.520 0.164 -0.460 0.0000
C 1.97528 0.06649 4.72450 -0.054 0.639 0.887 -0.0009
C 3.01448 -1.07130 4.37144 -0.976 0.486 0.564 -0.0006
O 4.40172 -0.85044 4.68995 -1.489 0.370 -0.016 0.0000
C 5.03150 0.25159 4.06211 0.605 -0.612 -0.507 0.0000
N 0.61851 -0.24641 4.30125 0.006 -1.271 -0.933 -0.0006
H 2.77127 0.61087 6.70465 0.048 -0.340 0.190 0.0000
H 1.35798 -0.55358 6.68967 0.407 -0.196 0.146 -0.0001
H 1.12663 1.13139 6.44274 -0.036 0.198 -0.305 0.0000
H 2.21728 0.99582 4.20887 0.798 0.226 0.106 -0.0002
H 2.86849 -1.39660 3.34142 0.231 0.385 -0.459 0.0004
H 2.66650 -1.92592 4.95165 0.389 -0.129 0.281 0.0000
H 6.04334 0.22261 4.46638 -0.091 0.526 0.209 0.0000
H 4.55630 1.23016 4.13062 -0.164 -0.064 0.659 0.0000
H 5.17923 0.10469 2.99221 -0.261 -0.343 -0.371 -0.0001
H -0.03066 0.50955 4.46614 0.156 0.355 0.768 -0.0008
H 0.60944 -0.22962 3.29143 0.014 -0.506 -0.790 0.0099
C -3.03462 2.47023 -0.45260 0.126 1.151 0.662 0.0029
C -2.74923 1.00653 -0.26001 -1.467 -0.169 2.036 0.0191
C -4.12256 0.25502 -0.32628 1.320 0.153 0.521 -0.0031
O -3.97024 -1.15622 -0.12406 -0.253 1.424 -0.387 -0.0017
C -5.06708 -1.89766 -0.54415 -0.510 -0.820 -0.191 0.0005
N -1.85900 0.58587 -1.27962 -0.543 -0.044 -1.292 0.0207
H -3.89706 2.79646 0.12865 -0.324 0.150 -0.418 -0.0008
H -3.03967 2.73509 -1.50992 -0.899 -0.192 -0.220 0.0008
H -2.23722 3.13931 -0.12921 0.459 -0.359 0.497 -0.0007
H -2.28531 0.78895 0.70205 -0.073 0.191 0.188 0.0532
H -4.56035 0.48033 -1.29874 -0.245 -0.206 -0.314 -0.0010
H -4.76783 0.67230 0.44677 -0.176 -0.025 0.088 0.0004
H -5.39483 -1.64800 -1.55328 0.031 0.256 -0.177 0.0000
H -5.93242 -1.82081 0.11417 -0.051 0.195 0.240 -0.0003
H -4.75933 -2.94310 -0.56542 -0.008 -0.067 0.100 -0.0001
H -2.55765 0.55290 -2.00825 0.589 -0.509 -1.325 0.0142
H -1.33806 1.41523 -1.52633 0.715 0.103 -0.284 -0.0298
```
Positions in Å, forces in eV/Å.

***

(2)
DFT (the ωB97M-V functional and the def2-TZVPD basis) results for a structure of composition C32H85N7O9 at a distorted geometry.

Results
Charge: 0
Gap between HOMO and LUMO in eV: 7.197
Total energy in eV: -63384.7281

XYZ file:
```
133
Properties=species:S:1:pos:R:3:forces:R:3:lowdin_charge:R:1
C 1.44391 5.13300 3.87277 -0.010 1.090 0.420 -0.0771
C 1.37673 4.29500 2.61686 0.516 0.008 0.405 -0.4247
C 2.73505 4.15166 1.85463 0.025 -0.290 2.269 -0.1173
O 2.57127 3.16719 0.86584 0.501 3.203 5.884 -0.1573
C 3.70623 2.76831 0.10143 7.895 4.731 2.506 -0.2303
N 0.94048 3.02978 3.10810 -1.535 -1.523 -0.607 0.0360
H 2.14002 4.70039 4.59137 0.511 0.302 -0.167 0.0813
H 0.51280 5.12562 4.43941 -0.343 -0.414 -0.460 0.0775
H 1.58467 6.19955 3.69738 0.729 0.009 -0.026 0.0772
H 0.57040 4.68437 1.99532 0.142 0.006 -0.372 0.1383
H 3.35430 3.65013 2.59833 0.630 0.658 0.475 0.1268
H 3.18344 5.09225 1.53472 -0.030 -0.028 -0.380 0.1364
H 3.62678 2.09244 -0.75003 1.578 0.633 0.502 0.1201
H 4.42543 2.20920 0.69997 -0.781 3.687 1.683 0.0783
H 4.19267 3.63724 -0.34177 -0.756 0.799 0.139 0.1541
H 1.56306 2.46035 3.66329 0.379 0.376 -0.039 0.0887
H 0.57280 2.46463 2.35610 0.146 -0.301 0.017 0.0638
C 0.30855 -3.78525 -0.50966 -0.237 -1.717 0.608 -0.0496
C 1.47912 -2.95251 -0.07787 1.238 -0.848 0.376 -0.3942
C 2.54176 -3.69491 0.80254 0.935 -0.149 -1.557 -0.2168
O 2.07278 -4.20726 2.02402 -0.021 0.517 1.231 -0.1408
C 2.29700 -3.21577 3.06122 -0.361 0.511 -0.570 -0.0923
N 2.20594 -2.43441 -1.25073 -1.636 -4.535 -2.615 0.0211
H 0.58456 -4.46421 -1.31646 0.054 0.088 -0.130 0.0788
H -0.63842 -3.29472 -0.73490 0.562 0.274 -0.182 0.0618
H 0.07084 -4.43042 0.33613 -0.158 -0.273 0.227 0.0686
H 1.18124 -2.26139 0.71062 -0.512 0.172 -0.622 0.0956
H 3.39929 -3.05649 1.01504 -0.689 -0.287 0.384 0.0826
H 3.10791 -4.31359 0.10627 -0.591 -1.838 0.333 0.1265
H 1.88348 -2.23253 2.83686 -0.474 0.136 -0.775 0.0692
H 3.34506 -2.94805 3.19534 0.391 -0.731 0.128 0.0817
H 1.81234 -3.39205 4.02150 0.175 -1.075 -0.177 0.0850
H 1.79633 -1.66835 -1.76598 1.129 -3.533 2.447 -0.0537
H 3.12210 -2.07468 -1.02413 -1.556 -2.811 -1.393 0.0080
C 3.04913 -0.14279 -1.92782 3.888 0.539 -0.150 -0.0386
C 3.84138 -0.62511 -0.68356 1.015 1.909 -1.361 -0.3339
C 4.62825 0.49338 -0.01528 0.271 -3.487 0.224 -0.2445
O 5.36248 1.10977 -0.99772 0.959 1.284 -0.188 -0.1427
C 6.07303 2.27092 -0.49663 1.216 -1.108 -0.971 -0.0591
N 3.04682 -1.32841 0.22108 2.514 5.471 6.435 -0.0851
H 3.81882 0.01917 -2.68244 -0.141 -0.053 -0.015 0.1003
H 2.60504 0.80736 -1.63100 1.438 -1.570 -1.199 0.0368
H 2.31478 -0.86361 -2.28733 1.969 2.656 -1.037 0.0458
H 4.58906 -1.36026 -0.98131 0.550 0.034 -0.532 0.1633
H 5.25936 -0.04304 0.69328 0.599 0.066 0.406 0.1406
H 4.07841 1.26549 0.52289 -0.552 -5.045 0.080 0.0571
H 6.44225 2.69325 -1.43119 0.202 0.547 0.447 0.1143
H 6.88679 1.92682 0.14170 0.360 -0.016 -0.059 0.1026
H 5.40690 2.89407 0.10007 2.741 0.098 -1.061 0.0377
H 3.65854 -1.50357 1.00543 -0.161 0.660 0.912 0.0968
H 2.28100 -0.73147 0.49911 -0.036 0.146 0.416 0.1088
C -3.35027 0.57761 2.15442 0.918 1.060 -1.261 -0.0442
C -2.66219 1.93896 2.30200 -1.363 0.393 -0.031 -0.4111
C -2.53823 2.64179 0.96627 1.453 -0.002 -0.824 -0.2286
O -3.70007 2.91825 0.22836 -1.404 2.493 1.313 -0.2498
C -3.68470 3.98488 -0.78359 -1.005 -0.510 1.034 -0.0536
N -3.35579 2.80230 3.20008 -0.867 0.843 1.310 0.0434
H -2.79312 0.15341 1.31913 -0.320 -0.022 1.939 0.0075
H -4.26908 0.66402 1.57441 -0.763 0.532 1.111 0.0863
H -3.40378 -0.06425 3.03376 -0.044 0.307 -0.105 0.1076
H -1.64054 1.86062 2.67373 0.139 -0.393 -0.054 0.1297
H -1.94560 1.90312 0.42659 0.241 0.982 -0.501 0.0692
H -1.94687 3.54943 1.08703 0.163 0.186 0.118 0.1302
H -3.55305 4.98425 -0.36883 0.752 -0.148 0.233 0.0917
H -4.70461 4.04105 -1.16403 -0.171 -0.379 0.118 0.0958
H -3.08629 3.75377 -1.66484 0.569 0.230 0.465 0.0795
H -4.23188 3.05663 2.76664 -0.552 -0.291 0.012 0.0725
H -2.89332 3.70018 3.20510 0.446 0.194 0.372 0.0666
C 0.91873 3.16105 -4.17273 -1.222 2.002 1.690 -0.0882
C 2.15522 2.61733 -4.74229 -0.842 -2.666 -1.415 -0.3998
C 2.12668 1.12978 -4.29448 3.501 1.129 -0.708 -0.1773
O 3.38402 0.54172 -4.82081 -1.802 2.024 1.260 -0.1903
C 3.28648 -0.81877 -4.92031 0.658 -1.308 -1.345 -0.1493
N 2.06293 2.62411 -6.21380 0.745 0.325 -0.181 0.0427
H 0.84935 4.24852 -4.14638 -0.017 0.231 -0.859 0.0894
H 0.85136 3.00018 -3.09677 -0.099 -0.431 -0.255 0.0403
H 0.01422 2.74492 -4.61634 0.062 0.004 -0.161 0.0998
H 3.08863 3.08467 -4.42857 -0.119 0.044 0.091 0.1514
H 1.28696 0.56364 -4.69754 -0.216 0.111 -0.051 0.1389
H 2.16713 1.13440 -3.20524 0.404 -0.263 -1.183 0.0476
H 2.40024 -1.06322 -5.50590 -0.182 -0.454 -0.087 0.0933
H 3.29716 -1.40627 -4.00225 -0.081 0.172 0.084 0.0764
H 4.17250 -1.07394 -5.50165 -0.042 -0.585 -0.059 0.0984
H 1.19440 2.21097 -6.52213 -0.599 0.250 0.283 0.0646
H 2.71191 1.91240 -6.51777 0.645 0.113 -0.253 0.0580
C 1.79864 2.43068 -0.88335 -5.337 -0.529 -3.869 -0.1055
O 1.35299 1.08683 -0.87922 -3.123 1.296 2.169 -0.2084
C 0.36038 0.78615 -1.86146 -0.410 -1.243 -0.373 -0.1523
C 0.06509 -0.73229 -1.78992 -1.678 0.923 1.780 -0.0893
N -0.27776 -1.11279 -0.38126 -0.568 1.768 -0.947 -0.0469
C -1.43837 -0.38278 0.11496 0.269 -1.135 0.982 -0.2052
C -2.76423 -0.68633 -0.50694 3.016 2.238 -0.884 -0.2516
O -2.83988 0.10901 -1.70454 -1.260 -0.632 -2.007 -0.1512
C -3.46501 1.42455 -1.61514 1.011 -2.348 0.687 -0.0726
H 2.12661 2.72129 -1.88140 0.358 -0.049 -0.377 0.1096
H 2.62526 2.57869 -0.18843 -9.040 -3.608 -6.421 -0.1438
H 1.01924 3.14331 -0.61352 -0.706 -0.217 -0.252 0.1310
H 0.78364 0.93475 -2.85488 -1.187 0.377 0.837 0.0636
H -0.51507 1.40434 -1.66264 -0.136 -0.030 -0.261 0.1256
H 0.94052 -1.31166 -2.08326 -3.856 1.229 -1.103 0.0483
H -0.82670 -1.06234 -2.32272 0.271 0.481 -0.677 0.1373
H 0.46880 -0.74644 0.19193 0.040 -0.080 -0.021 0.0745
H -1.26576 0.68351 0.26100 0.395 -0.447 -0.308 0.0877
H -1.66385 -0.78670 1.10193 1.285 -0.212 0.399 0.1101
H -3.63047 -0.49339 0.12591 3.224 1.044 -0.229 0.0221
H -2.90496 -1.76674 -0.53842 1.454 0.582 -2.067 0.1366
H -3.62042 1.92479 -2.57102 0.632 -0.567 -0.298 0.1029
H -2.82373 1.95036 -0.90777 -0.387 -0.435 -1.789 0.0398
H -4.45619 1.32703 -1.17227 0.149 0.296 -0.137 0.0839
C -5.26147 -0.88782 -0.45351 -1.952 -0.924 1.007 -0.0882
O -4.47822 -1.98477 -0.11562 -3.282 -2.968 -1.497 -0.2590
C -4.15783 -2.20196 1.21827 0.013 2.310 -1.013 -0.2472
C -4.52157 -3.51650 1.59156 -0.169 -2.978 2.329 -0.2209
N -3.61556 -4.54382 1.10298 -1.461 -0.643 -1.950 -0.0327
C -4.22289 -5.89914 1.24151 1.275 0.591 2.146 -0.1544
C -4.04264 -6.38131 2.70963 -0.385 -1.840 -0.416 -0.2210
O -4.65393 -5.67089 3.77480 1.059 0.726 -1.769 -0.1904
C -3.96029 -5.75868 4.96337 -1.588 0.725 2.520 -0.1555
H -4.71543 0.01330 -0.17436 -1.746 0.346 -0.340 0.0390
H -6.13595 -1.03264 0.18084 -0.721 0.781 -0.353 0.1168
H -5.49628 -0.88992 -1.51792 0.081 -0.098 0.155 0.1284
H -4.64212 -1.42617 1.81132 0.049 -0.241 0.395 0.1255
H -3.07334 -2.10155 1.26170 0.267 0.088 0.638 0.1276
H -5.54979 -3.77034 1.33385 0.029 0.094 0.016 0.1420
H -4.37731 -3.59575 2.66906 -0.947 0.446 0.529 0.1206
H -2.72255 -4.39835 1.55181 0.119 -0.732 0.052 0.1099
H -3.68299 -6.62304 0.63111 0.074 0.034 -0.045 0.1090
H -5.27644 -5.99065 0.97734 0.064 0.782 -0.275 0.1149
H -2.97645 -6.56242 2.84581 0.289 0.533 0.377 0.1159
H -4.49295 -7.35888 2.88194 0.100 -0.686 -0.837 0.1167
H -4.74979 -5.34215 5.58890 0.404 0.280 0.867 0.0908
H -3.06567 -5.17126 5.16999 0.281 0.279 -0.957 0.0880
H -3.79769 -6.72345 5.44387 0.066 -0.755 -0.833 0.0860
```
Positions in Å, forces in eV/Å.

***

For reference, ΔE to the lowest compared entry with this formula, charge and spin by record: 396.9 2939.8 kJ/mol.